[1]
{"formula": "CFN4", "method": "the ωB97M-V functional and the def2-TZVPD basis", "elements": ["C", "N", "N", "N", "N", "F"], "xyz": [[1.1358, -0.4221, 0.0825], [0.7039, 0.8074, -0.0660], [-2.3944, -0.6487, -0.0430], [-0.6572, 0.8342, 0.0490], [-1.3505, -0.1867, 0.0107], [2.5624, -0.3842, -0.0333]], "forces_ev_per_a": [[0.57, 1.34, -0.24], [1.38, -2.16, 0.28], [0.59, -1.19, 0.08], [-0.07, 1.32, 0.08], [-1.93, 0.70, -0.19], [-0.54, -0.01, -0.01]], "spin_multiplicity": 1, "gap_ev": 8.3, "total_charge": -1, "fmax_ha_per_bohr": 0.05008, "de_lowest_kcal_mol": 87.4}


[2]
{"formula": "CFNO", "method": "the ωB97M-V functional and the def2-TZVPD basis", "elements": ["O", "N", "C", "F"], "xyz": [[1.8799, 0.1304, 0.0006], [0.5713, 0.0073, -0.0013], [-0.6374, -0.3160, 0.0005], [-1.8138, 0.1783, 0.0002]], "forces_ev_per_a": [[-5.49, -1.01, -0.01], [-1.67, -0.24, 0.02], [7.49, 0.96, -0.01], [-0.32, 0.28, 0.00]], "smiles": "[O-][N+]#CF", "spin_multiplicity": 1, "gap_ev": 9.3, "total_charge": 0, "fmax_ha_per_bohr": 0.14677, "de_lowest_kcal_mol": 0.0}


[3]
{"formula": "CFP", "method": "the ωB97M-V functional and the def2-TZVPD basis", "elements": ["F", "C", "P"], "xyz": [[0.8819, 1.1005, 0.3485], [0.2232, 0.0535, 0.0070], [-1.1051, -1.1541, -0.3555]], "forces_ev_per_a": [[-0.22, -0.82, -0.29], [-5.85, -4.46, -1.29], [6.07, 5.29, 1.57]], "smiles": "FC#P", "spin_multiplicity": 1, "gap_ev": 8.8, "total_charge": 0, "fmax_ha_per_bohr": 0.15957, "de_lowest_kcal_mol": 0.9}


[4]
{"formula": "CH10ClN2O4Tc", "method": "the ωB97M-V functional and the def2-TZVPD basis", "elements": ["C", "Tc", "N", "N", "H", "H", "H", "H", "H", "H", "H", "H", "H", "H", "O", "Cl", "O", "O", "O"], "xyz": [[3.0661, 2.0690, -0.1823], [-1.2171, -0.0178, 0.5385], [-2.1005, -1.9010, 0.2693], [-0.6447, -0.1526, -1.7279], [-3.1381, -1.8433, 0.2681], [3.6212, 1.1671, -0.0180], [3.4456, 2.7606, 0.6036], [1.9947, 1.8412, -0.0818], [3.2296, 2.4505, -1.2113], [-1.4380, -0.0084, -2.3767], [-0.2241, -1.0391, -1.9911], [0.0509, 0.5689, -2.0059], [-1.8343, -2.5332, -0.5179], [-1.8154, -2.3717, 1.1458], [-0.7719, 0.4084, 4.2750], [-2.2297, 0.1803, 3.8602], [0.4594, 0.0012, 0.8961], [-2.3129, -0.6333, 2.3777], [-2.3161, 1.1630, -0.0574]], "forces_ev_per_a": [[-0.16, 0.69, -0.09], [0.41, -0.74, -1.17], [-0.69, -1.82, -0.44], [0.30, 0.47, -0.45], [0.79, -0.08, 0.09], [0.25, -0.66, -0.22], [-0.63, -0.15, -0.76], [0.39, 0.23, 0.29], [0.17, -0.10, 0.76], [0.34, -0.02, 0.71], [0.15, -0.02, 0.01], [-0.52, -0.53, 0.51], [-0.20, 0.78, 0.75], [-0.43, -0.08, -0.58], [-2.41, -0.30, -0.62], [2.29, -1.45, -2.73], [-1.03, 0.97, -0.28], [0.32, 2.40, 3.37], [0.65, 0.40, 0.85]], "spin_multiplicity": 4, "gap_ev": [6.5, 6.3], "total_charge": 1, "fmax_ha_per_bohr": 0.08073, "de_lowest_kcal_mol": 12.5}


[5]
{"formula": "CH10FFeO8", "method": "the ωB97M-V functional and the def2-TZVPD basis", "elements": ["Fe", "F", "C", "O", "O", "O", "O", "H", "H", "O", "H", "H", "O", "H", "H", "O", "H", "H", "O", "H", "H"], "xyz": [[-0.5873, 0.5356, -0.0460], [-0.8321, 1.7089, -1.7538], [1.2272, -1.0242, -2.2127], [1.6913, -2.1523, -2.0672], [1.1841, -0.4084, -3.2883], [0.9507, -0.4810, -1.1902], [0.5124, 2.0120, 0.8891], [0.8195, 2.0804, 1.7931], [0.8101, 2.8208, 0.4727], [-0.0808, -0.8856, 1.3907], [-0.3574, -1.3166, 2.1994], [0.6965, -1.3708, 1.1139], [-2.0236, -0.9326, -0.8495], [-2.0322, -1.8851, -0.7549], [-2.5114, -0.7671, -1.6563], [2.7862, -0.3146, 0.9213], [2.1909, -0.4474, 0.1836], [3.2451, -1.1496, 1.0128], [-2.2367, 1.2647, 1.0750], [-2.3104, 1.5170, 1.9954], [-3.1420, 1.1958, 0.7718]], "forces_ev_per_a": [[-0.17, 0.79, -3.54], [-0.15, -0.85, 1.98], [1.60, -0.74, -3.02], [1.02, -3.27, -1.48], [-0.10, -0.32, -1.70], [-2.61, 4.22, 7.05], [0.40, 0.64, 0.68], [0.21, -0.32, 0.26], [-0.04, 0.14, -0.66], [-0.28, -0.40, 0.57], [-0.35, 0.10, 0.24], [0.67, -0.03, -0.38], [-0.43, -0.19, 0.29], [0.27, -0.30, 0.11], [0.10, 0.45, -0.45], [0.14, 0.01, 0.98], [-0.26, 0.14, -1.12], [0.32, -0.14, -0.07], [-0.31, 0.01, 0.42], [0.20, 0.18, 0.28], [-0.22, -0.10, -0.43]], "spin_multiplicity": 6, "gap_ev": [8.4, 7.7], "total_charge": 0, "fmax_ha_per_bohr": 0.16760}


[6]
{"formula": "CH10MnO8", "method": "the ωB97M-V functional and the def2-TZVPD basis", "elements": ["Mn", "C", "O", "O", "O", "O", "H", "H", "O", "H", "H", "O", "H", "H", "O", "H", "H", "O", "H", "H"], "xyz": [[23.1710, 57.5403, 14.8452], [21.7472, 59.5726, 16.5141], [22.4538, 60.5478, 16.0005], [21.6882, 58.4539, 15.8473], [21.1915, 59.7781, 17.6265], [22.5947, 55.5953, 15.5326], [21.9413, 54.9709, 15.1964], [23.2222, 55.0510, 16.0232], [21.8240, 57.2063, 13.1742], [22.0353, 57.6528, 12.3466], [20.9996, 56.7395, 12.9991], [24.5560, 57.9958, 16.4169], [24.8465, 57.3247, 17.0443], [24.5486, 58.8247, 16.9218], [24.7531, 56.5839, 13.7625], [24.9977, 55.6558, 13.8567], [25.5261, 57.0041, 13.3650], [23.6961, 59.3410, 14.0482], [23.9990, 59.7106, 13.2114], [23.3338, 60.1167, 14.5712]], "forces_ev_per_a": [[-1.87, 1.44, 1.22], [0.15, 2.76, 1.80], [0.94, -0.48, -1.20], [0.05, -1.67, -0.56], [0.06, -1.31, -1.01], [0.29, -1.15, 0.15], [-0.16, 0.21, 0.02], [-0.15, 0.03, 0.16], [-0.25, -0.43, -1.00], [-0.01, 0.13, 0.10], [-0.09, 0.13, 0.27], [1.00, -0.27, 0.74], [-0.03, 0.12, 0.08], [-0.53, 0.18, -0.30], [0.85, -0.63, -0.51], [-0.12, 0.01, -0.06], [-0.09, 0.20, 0.14], [1.09, 0.84, -1.75], [0.07, -0.14, 0.02], [-1.20, 0.02, 1.70]], "spin_multiplicity": 6, "gap_ev": [4.4, 4.5], "total_charge": 0, "fmax_ha_per_bohr": 0.06418, "de_lowest_kcal_mol": 9.8}


[7]
{"formula": "CH10N2O2", "method": "the ωB97M-V functional and the def2-TZVPD basis", "elements": ["N", "C", "N", "H", "H", "H", "H", "H", "H", "O", "H", "H", "O", "H", "H"], "xyz": [[-1.1946, -2.0011, 0.3253], [-0.3911, -1.0177, -0.4195], [0.0110, 0.1426, 0.3504], [-0.5593, -2.6433, 0.7790], [-1.7006, -1.3841, 0.9506], [0.4881, -1.4770, -0.8678], [-1.0135, -0.6622, -1.2676], [-0.7735, 0.7584, 0.5191], [0.7694, 0.6264, -0.1151], [0.3800, 2.7618, -2.7511], [-0.0561, 3.3515, -2.1148], [-0.2979, 2.8887, -3.4284], [1.6281, -0.5955, 3.0257], [1.1806, -1.0468, 2.3027], [1.5295, 0.2983, 2.7115]], "forces_ev_per_a": [[0.73, 1.12, -0.93], [-0.95, 0.02, -1.39], [0.61, -0.31, 0.73], [-0.32, 0.15, 0.66], [-0.17, -0.91, 0.69], [0.04, -0.12, 0.18], [0.18, -0.40, 0.19], [0.18, 0.18, -0.17], [-0.26, 0.24, 0.02], [-1.13, 0.75, 0.16], [0.73, -0.20, 0.50], [0.40, -0.56, -0.63], [0.00, -0.39, -0.06], [-0.10, -0.26, 0.00], [0.06, 0.69, 0.07]], "smiles": "NCN.O.O", "spin_multiplicity": 1, "gap_ev": 10.2, "total_charge": 0, "fmax_ha_per_bohr": 0.03280, "de_lowest_kcal_mol": 13.7}


[8]
{"formula": "CH10N2O3", "method": "the ωB97M-V functional and the def2-TZVPD basis", "elements": ["H", "N", "C", "N", "H", "H", "H", "O", "H", "H", "O", "H", "H", "O", "H", "H"], "xyz": [[2.4377, 2.1217, 1.5394], [2.0148, 1.3690, 1.0205], [0.7511, 1.4075, 0.8924], [0.0816, 0.3791, 0.3209], [0.0927, 2.2130, 1.2116], [-0.8603, 0.4918, -0.0074], [0.6046, -0.3528, -0.1349], [-1.8051, -2.0501, -0.2052], [-1.4216, -2.6524, -0.8610], [-1.3403, -2.3387, 0.5927], [2.7773, -1.2709, 0.1798], [2.8320, -0.3248, 0.4455], [3.0423, -1.7462, 0.9769], [-2.7568, 1.1265, -1.8455], [-3.1042, 1.1125, -2.7454], [-3.3458, 0.5149, -1.3804]], "forces_ev_per_a": [[-0.29, 0.36, 0.00], [0.63, -0.31, 0.10], [-0.17, -0.30, -0.30], [-0.26, -0.06, -0.17], [0.08, 0.18, 0.18], [-0.07, 0.15, 0.01], [0.22, -0.01, 0.15], [0.45, -0.56, -0.04], [-0.28, 0.30, -0.07], [-0.20, 0.31, 0.07], [0.16, 0.13, 0.23], [-0.26, -0.15, -0.05], [-0.06, 0.03, -0.19], [-0.37, -0.27, 0.02], [0.18, 0.11, 0.04], [0.24, 0.11, 0.01]], "smiles": "[H]/N=C/N.O.O.O", "spin_multiplicity": 1, "gap_ev": 9.8, "total_charge": 0, "fmax_ha_per_bohr": 0.01403, "de_lowest_kcal_mol": 10.4}